This record from the OMol25 dataset describes a structure of composition C69H66AsBr2N4O6P2Sr. The level of theory is ωB97M-V with the def2-TZVPD basis set.

Last column: Löwdin charge in e.
CARTESIAN COORDINATES (ANGSTROEM)
Sr: 0.16 0.77 1.51  1.498
O: -3.07 -0.67 3.45  0.024
C: -2.82 -1.81 4.13  -0.269
C: -3.85 -2.35 4.90  -0.023
C: -3.67 -3.53 5.59  -0.112
C: -2.45 -4.19 5.53  -0.119
C: -1.42 -3.65 4.77  -0.053
C: -1.58 -2.46 4.06  -0.088
C: -0.43 -1.85 3.26  -0.409
O: -0.86 -1.04 2.23  -0.470
N: 0.38 -2.95 2.75  -0.015
N: 1.62 -2.58 2.38  0.065
C: 2.20 -3.20 1.42  -0.237
C: 1.61 -4.30 0.65  -0.595
Br: 1.45 -3.90 -1.21  0.911
C: 1.15 -5.43 1.18  -0.099
C: 0.49 -6.59 0.56  -0.231
C: 0.86 -7.11 -0.68  -0.066
C: 0.20 -8.21 -1.20  -0.085
C: -0.84 -8.81 -0.50  -0.099
C: -1.20 -8.31 0.74  -0.091
C: -0.53 -7.22 1.27  -0.045
H: -2.26 -0.54 2.88  0.047
H: -4.80 -1.81 4.94  0.109
H: -4.48 -3.94 6.18  0.092
H: -2.30 -5.12 6.06  0.086
H: -0.46 -4.14 4.72  0.101
H: 0.23 -1.29 3.95  0.154
H: -0.13 -3.47 2.03  0.094
H: 3.18 -2.83 1.13  0.071
H: 1.27 -5.49 2.26  0.130
H: 1.67 -6.66 -1.23  0.075
H: 0.50 -8.60 -2.17  0.099
H: -1.36 -9.66 -0.92  0.096
H: -2.00 -8.78 1.31  0.100
H: -0.81 -6.83 2.24  0.115
C: -2.35 -0.75 -3.43  -0.286
N: -2.69 0.66 -3.42  -0.177
C: -3.24 1.17 -2.19  -0.281
P: -2.00 1.56 -0.80  1.056
C: -3.30 2.23 0.31  -0.379
C: -3.91 1.23 1.07  -0.111
C: -4.92 1.53 1.98  -0.071
C: -5.33 2.84 2.13  -0.084
C: -4.73 3.85 1.39  -0.093
C: -3.72 3.54 0.49  -0.093
C: -1.09 2.86 -1.70  -0.358
C: -1.59 4.08 -2.16  -0.095
C: -0.81 4.91 -2.96  -0.083
C: 0.46 4.51 -3.35  -0.088
C: 0.96 3.29 -2.91  -0.106
C: 0.20 2.49 -2.08  -0.123
C: -2.38 1.48 -4.49  -0.223
C: -1.43 1.09 -5.45  -0.031
C: -1.16 1.88 -6.55  -0.092
C: -1.80 3.10 -6.74  -0.117
C: -2.73 3.49 -5.79  -0.101
C: -3.02 2.70 -4.69  -0.042
P: -0.83 -1.29 -2.43  1.086
C: 0.29 -1.89 -3.76  -0.411
C: 1.12 -0.91 -4.32  -0.135
C: 2.02 -1.23 -5.32  -0.084
C: 2.13 -2.53 -5.77  -0.093
C: 1.34 -3.52 -5.20  -0.087
C: 0.43 -3.21 -4.20  -0.153
C: -1.57 -2.80 -1.70  -0.445
C: -1.56 -2.87 -0.31  -0.141
C: -2.26 -3.88 0.35  -0.065
C: -2.95 -4.83 -0.38  -0.081
C: -2.95 -4.78 -1.76  -0.082
C: -2.28 -3.76 -2.42  -0.122
H: -2.24 -1.08 -4.46  0.090
H: -3.19 -1.30 -3.00  0.086
H: -3.96 0.46 -1.78  0.093
H: -3.77 2.11 -2.36  0.072
H: -3.57 0.20 0.99  0.099
H: -5.33 0.74 2.59  0.102
H: -6.10 3.09 2.85  0.099
H: -5.03 4.88 1.53  0.100
H: -3.22 4.35 -0.03  0.086
H: -2.59 4.39 -1.92  0.091
H: -1.21 5.85 -3.30  0.102
H: 1.05 5.14 -4.00  0.101
H: 1.96 2.98 -3.20  0.096
H: 0.61 1.55 -1.72  0.074
H: -0.88 0.16 -5.33  0.073
H: -0.41 1.54 -7.26  0.100
H: -1.57 3.72 -7.59  0.090
H: -3.25 4.44 -5.91  0.100
H: -3.77 3.05 -3.99  0.097
H: 1.06 0.11 -3.95  0.089
H: 2.66 -0.45 -5.74  0.103
H: 2.84 -2.79 -6.55  0.098
H: 1.44 -4.55 -5.53  0.101
H: -0.14 -4.00 -3.74  0.070
H: -1.04 -2.12 0.28  0.068
H: -2.26 -3.90 1.44  0.106
H: -3.50 -5.61 0.14  0.102
H: -3.49 -5.53 -2.34  0.099
H: -2.32 -3.71 -3.50  0.103
C: 5.43 -2.04 -1.89  -0.184
C: 5.76 -1.14 -0.70  -0.470
As: 4.21 -0.05 -0.12  1.248
C: 4.08 1.10 -1.71  -0.454
C: 5.35 1.73 -2.26  -0.164
C: 5.17 1.18 1.12  -0.422
C: 6.69 1.19 1.13  -0.177
H: 6.34 -2.47 -2.32  0.063
H: 4.92 -1.49 -2.68  0.049
H: 4.77 -2.86 -1.60  0.044
H: 6.59 -0.49 -0.94  0.039
H: 6.07 -1.75 0.16  0.057
H: 3.37 1.88 -1.42  0.004
H: 3.58 0.50 -2.48  0.042
H: 5.86 2.31 -1.50  0.053
H: 5.12 2.41 -3.09  0.063
H: 6.05 0.98 -2.65  0.057
H: 4.79 0.93 2.11  0.056
H: 4.79 2.18 0.89  0.049
H: 7.10 0.21 1.38  0.058
H: 7.05 1.89 1.88  0.067
H: 7.11 1.49 0.17  0.049
O: -1.12 1.30 5.50  0.093
C: -1.24 2.09 4.60  -0.421
N: -0.84 1.91 3.28  0.005
C: -1.08 3.04 2.59  -0.473
O: -0.80 3.19 1.40  -0.063
C: -1.72 4.07 3.48  -0.084
C: -2.15 5.36 3.25  -0.016
C: -2.73 6.04 4.32  -0.086
C: -2.86 5.43 5.57  -0.085
C: -2.41 4.13 5.79  -0.008
C: -1.84 3.47 4.72  -0.080
H: -2.05 5.82 2.28  0.117
H: -3.09 7.05 4.18  0.095
H: -3.32 5.99 6.38  0.095
H: -2.50 3.65 6.75  0.115
Br: 2.94 4.70 -0.27  0.837
C: 3.11 4.58 1.62  -0.579
C: 3.63 5.72 2.24  -0.147
C: 3.77 5.76 3.62  -0.092
C: 3.39 4.66 4.38  -0.076
C: 2.90 3.53 3.75  -0.009
C: 2.75 3.46 2.37  -0.151
C: 2.22 2.16 1.81  -0.755
O: 1.91 2.06 0.60  -0.246
O: 2.07 1.22 2.63  -0.184
H: 3.91 6.57 1.63  0.086
H: 4.17 6.64 4.09  0.099
H: 3.48 4.69 5.46  0.100
H: 2.60 2.66 4.32  0.122

Values from the calculation:
Gap between HOMO and LUMO in eV: 7.6430
ΔE to the lowest compared entry with this formula, charge and spin in kcal per mole: 44.4
DFT total energy in Ha: -11436.840251
Net charge: -1

This record from the OMol25 dataset describes a cluster of 10 separate species, C69H81N2O6PSSi in total. The level of theory is ωB97M-V with the def2-TZVPD basis set.

Last column: Löwdin charge in e.
CARTESIAN COORDINATES (ANGSTROEM)
C: 0.19 2.23 0.82  -0.142
Si: 1.85 3.12 0.81  0.419
C: 2.27 3.43 -0.99  -0.145
C: 3.15 1.97 1.52  -0.159
O: 1.80 4.57 1.64  -0.214
C: 1.32 4.54 2.98  -0.248
C: 0.44 5.72 3.33  -0.118
C: -0.78 6.00 2.44  -0.289
N: -0.51 6.24 1.03  0.067
C: -1.92 4.96 2.62  -0.297
O: -1.52 3.83 3.43  -0.069
N: -2.05 3.93 4.72  -0.023
O: -1.87 2.94 5.32  0.080
O: -2.34 4.43 1.41  -0.150
C: -3.74 4.40 1.22  -0.348
C: -4.35 3.20 1.97  -0.102
C: -5.86 3.22 2.10  -0.198
C: -6.75 3.30 1.04  -0.041
C: -8.13 3.31 1.24  -0.064
C: -8.66 3.23 2.52  -0.082
C: -7.78 3.13 3.59  -0.081
C: -6.40 3.14 3.39  -0.035
P: -3.97 4.27 -0.64  0.263
O: -4.34 2.75 -0.97  -0.190
O: -5.20 5.20 -1.06  -0.227
S: -2.38 4.81 -1.61  0.338
H: -0.03 1.88 1.83  0.022
H: -0.62 2.88 0.51  0.009
H: 0.25 1.36 0.17  0.040
H: 2.46 4.49 -1.18  0.029
H: 3.10 2.81 -1.31  0.025
H: 1.41 3.16 -1.60  0.026
H: 3.33 1.14 0.84  0.030
H: 4.08 2.52 1.67  0.035
H: 2.86 1.57 2.49  0.019
H: 0.83 3.60 3.22  0.094
H: 2.19 4.59 3.63  0.122
H: 1.06 6.61 3.43  0.119
H: 0.06 5.52 4.33  0.108
H: -1.20 6.94 2.79  0.136
H: -0.31 5.37 0.54  0.033
H: 0.33 6.81 0.98  0.085
H: -2.75 5.43 3.14  0.152
H: -4.21 5.34 1.51  0.144
H: -3.97 3.24 2.98  0.092
H: -3.97 2.28 1.53  0.131
H: -6.41 3.34 0.02  0.056
H: -8.80 3.39 0.39  0.097
H: -9.73 3.24 2.68  0.099
H: -8.17 3.04 4.59  0.101
H: -5.75 3.06 4.24  0.107
H: -5.01 2.69 -1.67  0.083
H: -4.82 5.92 -1.59  0.062
C: -8.88 3.67 -3.04  -0.100
C: -7.88 4.49 -2.53  -0.096
C: -7.92 5.86 -2.78  -0.085
C: -8.95 6.40 -3.54  -0.088
C: -9.94 5.57 -4.05  -0.092
C: -9.91 4.20 -3.80  -0.099
H: -8.85 2.60 -2.84  0.102
H: -7.08 4.07 -1.94  0.057
H: -7.15 6.50 -2.38  0.092
H: -8.98 7.46 -3.73  0.102
H: -10.74 5.99 -4.65  0.102
H: -10.68 3.56 -4.20  0.102
C: -7.37 -1.13 -6.51  -0.090
C: -8.48 -0.84 -7.29  -0.107
C: -9.09 0.41 -7.20  -0.098
C: -8.58 1.37 -6.34  -0.094
C: -7.47 1.08 -5.56  -0.096
C: -6.86 -0.17 -5.64  -0.093
H: -6.90 -2.10 -6.58  0.102
H: -8.88 -1.58 -7.96  0.090
H: -9.95 0.64 -7.81  0.099
H: -9.05 2.34 -6.27  0.095
H: -7.08 1.82 -4.88  0.091
H: -6.00 -0.40 -5.03  0.100
C: 1.93 -3.63 3.73  -0.106
C: 1.33 -3.21 4.91  -0.112
C: 0.94 -1.89 5.07  -0.093
C: 1.15 -0.98 4.04  -0.091
C: 1.75 -1.40 2.86  -0.091
C: 2.14 -2.72 2.70  -0.087
H: 2.23 -4.66 3.61  0.099
H: 1.17 -3.92 5.72  0.102
H: 0.47 -1.56 5.99  0.101
H: 0.84 0.05 4.15  0.096
H: 1.91 -0.69 2.06  0.082
H: 2.61 -3.04 1.78  0.102
C: 7.36 -5.52 6.28  -0.095
C: 6.25 -6.23 5.85  -0.093
C: 5.03 -5.59 5.70  -0.095
C: 4.91 -4.24 5.99  -0.089
C: 6.01 -3.53 6.44  -0.090
C: 7.24 -4.17 6.58  -0.096
H: 8.31 -6.02 6.40  0.076
H: 6.34 -7.29 5.62  0.100
H: 4.16 -6.15 5.35  0.097
H: 3.96 -3.74 5.87  0.082
H: 5.92 -2.48 6.67  0.101
H: 8.10 -3.61 6.93  0.098
C: 13.54 -6.07 5.23  -0.109
C: 13.52 -7.23 5.99  -0.089
C: 12.40 -7.55 6.74  -0.094
C: 11.29 -6.71 6.73  -0.097
C: 11.32 -5.54 5.97  -0.089
C: 12.44 -5.22 5.22  -0.108
H: 14.42 -5.82 4.65  0.100
H: 14.38 -7.88 6.00  0.102
H: 12.38 -8.46 7.33  0.100
H: 10.42 -6.96 7.31  0.094
H: 10.46 -4.88 5.97  0.089
H: 12.46 -4.31 4.63  0.101
C: -13.07 -4.66 -7.91  -0.099
C: -11.70 -4.74 -8.12  -0.097
C: -10.85 -3.84 -7.50  -0.101
C: -11.36 -2.86 -6.67  -0.097
C: -12.73 -2.77 -6.46  -0.093
C: -13.59 -3.67 -7.08  -0.098
H: -13.74 -5.36 -8.39  0.099
H: -11.30 -5.51 -8.78  0.100
H: -9.78 -3.91 -7.66  0.095
H: -10.69 -2.16 -6.18  0.090
H: -13.13 -2.00 -5.81  0.100
H: -14.65 -3.60 -6.92  0.100
C: -10.15 1.95 -10.80  -0.099
C: -11.27 2.24 -11.57  -0.096
C: -11.87 3.48 -11.48  -0.099
C: -11.36 4.44 -10.61  -0.099
C: -10.25 4.15 -9.83  -0.096
C: -9.64 2.90 -9.93  -0.104
H: -9.68 0.98 -10.87  0.101
H: -11.66 1.49 -12.25  0.100
H: -12.74 3.71 -12.09  0.099
H: -11.83 5.41 -10.54  0.099
H: -9.86 4.89 -9.15  0.100
H: -8.78 2.68 -9.32  0.095
C: 12.51 -5.62 1.80  -0.094
C: 11.23 -5.64 1.26  -0.087
C: 10.96 -4.97 0.07  -0.097
C: 11.98 -4.28 -0.58  -0.098
C: 13.25 -4.25 -0.04  -0.096
C: 13.52 -4.92 1.15  -0.097
H: 12.72 -6.14 2.72  0.078
H: 10.44 -6.18 1.77  0.102
H: 9.97 -4.99 -0.35  0.099
H: 11.77 -3.76 -1.50  0.099
H: 14.04 -3.71 -0.54  0.098
H: 14.51 -4.91 1.58  0.090
C: 18.03 -3.37 4.67  -0.096
C: 16.90 -3.21 5.47  -0.094
C: 15.68 -2.92 4.88  -0.103
C: 15.58 -2.78 3.50  -0.106
C: 16.71 -2.94 2.71  -0.102
C: 17.93 -3.23 3.29  -0.096
H: 18.99 -3.60 5.13  0.100
H: 16.98 -3.31 6.54  0.101
H: 14.80 -2.80 5.50  0.099
H: 14.62 -2.56 3.05  0.099
H: 16.63 -2.83 1.64  0.099
H: 18.81 -3.35 2.67  0.100

Values from the calculation:
Gap between HOMO and LUMO in eV: 8.5795
DFT total energy in Ha: -4267.855122
Net charge: 0
SMILES: C[Si](C)(C)OCC[C@@H](N)[C@H](ON=O)O[C@H](Cc1ccccc1)P(O)(O)=S.c1ccccc1.c1ccccc1.c1ccccc1.c1ccccc1.c1ccccc1.c1ccccc1.c1ccccc1.c1ccccc1.c1ccccc1

This record from the OMol25 dataset describes a structure of composition C6CsF18K2N3O12S6. The level of theory is ωB97M-V with the def2-TZVPD basis set.

Last column: Löwdin charge in e.
CARTESIAN COORDINATES (ANGSTROEM)
K: -3.43 -7.16 4.75  0.995
K: -6.34 2.70 6.53  0.970
Cs: 4.74 -2.21 9.90  0.987
C: 0.25 2.04 5.35  -0.643
F: -0.37 3.22 5.61  0.099
F: 0.97 2.12 4.27  0.185
F: 1.09 1.73 6.34  0.127
S: -1.13 0.66 5.13  0.682
O: -1.95 1.01 3.97  -0.325
O: -0.48 -0.63 4.93  -0.325
N: -2.11 0.75 6.59  -0.327
S: -1.62 -0.47 7.49  0.570
O: -2.17 -1.72 6.93  -0.350
O: -0.24 -0.40 7.96  -0.331
C: -2.63 -0.15 9.06  -0.667
F: -2.24 -1.06 9.90  0.158
F: -2.33 1.07 9.50  0.129
F: -4.01 -0.26 8.85  0.062
C: -0.36 -6.44 -4.18  -0.698
F: 0.82 -6.96 -4.39  0.139
F: -0.39 -5.33 -4.89  0.165
F: -1.16 -7.45 -4.55  0.122
S: -0.54 -6.07 -2.33  0.718
O: -1.52 -4.99 -2.07  -0.341
O: -0.90 -7.30 -1.63  -0.328
N: 1.10 -5.46 -2.11  -0.304
S: 1.00 -4.60 -0.87  0.534
O: 0.67 -3.19 -1.07  -0.325
O: 0.29 -5.27 0.24  -0.379
C: 2.90 -4.54 -0.33  -0.729
F: 3.36 -5.72 -0.12  0.160
F: 3.66 -3.96 -1.27  0.116
F: 3.01 -3.84 0.76  0.154
C: -1.63 6.27 -6.74  -0.515
F: -2.52 7.09 -7.47  0.060
F: -1.13 7.02 -5.72  0.072
F: -2.29 5.21 -6.15  0.072
S: -0.09 5.61 -7.64  0.639
O: -0.71 4.82 -8.66  -0.308
O: 0.73 6.67 -8.08  -0.293
N: 0.67 4.61 -6.36  -0.295
S: 2.15 5.14 -6.29  0.584
O: 3.02 4.68 -7.37  -0.329
O: 2.24 6.62 -6.00  -0.381
C: 2.77 4.24 -4.69  -0.563
F: 2.05 4.48 -3.56  0.107
F: 2.68 2.91 -4.93  0.083
F: 4.13 4.48 -4.61  0.068

Values from the calculation:
Gap between HOMO and LUMO in eV: 3.5177
ΔE to the lowest compared entry with this formula, charge and spin in kcal per mole: 82.8
DFT total energy in Ha: -6702.174867
Net charge: 0

Please write out number 3 again, unchanged.
This record from the OMol25 dataset describes a structure of composition C6CsF18K2N3O12S6. The level of theory is ωB97M-V with the def2-TZVPD basis set.

Last column: Löwdin charge in e.
CARTESIAN COORDINATES (ANGSTROEM)
K: -3.43 -7.16 4.75  0.995
K: -6.34 2.70 6.53  0.970
Cs: 4.74 -2.21 9.90  0.987
C: 0.25 2.04 5.35  -0.643
F: -0.37 3.22 5.61  0.099
F: 0.97 2.12 4.27  0.185
F: 1.09 1.73 6.34  0.127
S: -1.13 0.66 5.13  0.682
O: -1.95 1.01 3.97  -0.325
O: -0.48 -0.63 4.93  -0.325
N: -2.11 0.75 6.59  -0.327
S: -1.62 -0.47 7.49  0.570
O: -2.17 -1.72 6.93  -0.350
O: -0.24 -0.40 7.96  -0.331
C: -2.63 -0.15 9.06  -0.667
F: -2.24 -1.06 9.90  0.158
F: -2.33 1.07 9.50  0.129
F: -4.01 -0.26 8.85  0.062
C: -0.36 -6.44 -4.18  -0.698
F: 0.82 -6.96 -4.39  0.139
F: -0.39 -5.33 -4.89  0.165
F: -1.16 -7.45 -4.55  0.122
S: -0.54 -6.07 -2.33  0.718
O: -1.52 -4.99 -2.07  -0.341
O: -0.90 -7.30 -1.63  -0.328
N: 1.10 -5.46 -2.11  -0.304
S: 1.00 -4.60 -0.87  0.534
O: 0.67 -3.19 -1.07  -0.325
O: 0.29 -5.27 0.24  -0.379
C: 2.90 -4.54 -0.33  -0.729
F: 3.36 -5.72 -0.12  0.160
F: 3.66 -3.96 -1.27  0.116
F: 3.01 -3.84 0.76  0.154
C: -1.63 6.27 -6.74  -0.515
F: -2.52 7.09 -7.47  0.060
F: -1.13 7.02 -5.72  0.072
F: -2.29 5.21 -6.15  0.072
S: -0.09 5.61 -7.64  0.639
O: -0.71 4.82 -8.66  -0.308
O: 0.73 6.67 -8.08  -0.293
N: 0.67 4.61 -6.36  -0.295
S: 2.15 5.14 -6.29  0.584
O: 3.02 4.68 -7.37  -0.329
O: 2.24 6.62 -6.00  -0.381
C: 2.77 4.24 -4.69  -0.563
F: 2.05 4.48 -3.56  0.107
F: 2.68 2.91 -4.93  0.083
F: 4.13 4.48 -4.61  0.068

Values from the calculation:
Gap between HOMO and LUMO in eV: 3.5177
ΔE to the lowest compared entry with this formula, charge and spin in kcal per mole: 82.8
DFT total energy in Ha: -6702.174867
Net charge: 0

Number 3 is which compound?
C6CsF18K2N3O12S6

Which value of net charge does entry 3 give?
0